The following is a DFT calculation (ωB97M-V/def2-TZVPD) of C29H24Cl2F3N5O7S as an isolated structure.

Geometry as ORCA input:
```
! RIJCOSX wB97M-V def2-TZVPD def2/J DEFGRID3
* xyz 0 1
C 1.79992 -2.98109 0.50736
C 2.19339 -1.78775 -0.34999
Cl 3.46020 -0.86252 0.52727
C 2.63676 -2.24423 -1.76486
C 3.94180 -1.69326 -2.27802
C 5.04865 -2.45379 -2.11730
C 6.30352 -1.94484 -2.51393
N 7.49400 -2.54544 -2.41524
S 8.56735 -1.52003 -3.00810
N 7.63449 -0.29273 -3.42245
C 6.39049 -0.64756 -3.09689
C 5.21312 0.12023 -3.27417
Cl 5.38123 1.65878 -4.02682
C 4.01153 -0.37651 -2.88215
C 2.75478 0.41981 -3.07935
O 2.26372 1.03553 -1.87993
C 2.83507 2.17505 -1.46435
F 2.86639 3.11944 -2.43023
F 2.10393 2.64877 -0.44769
F 4.09610 2.01006 -1.03322
H 1.64964 -2.64890 1.53235
H 2.62685 -3.69114 0.51459
H 0.89230 -3.44539 0.12656
H 1.36074 -1.09913 -0.45600
H 1.83562 -2.00464 -2.46037
H 2.71906 -3.32930 -1.75269
H 4.98147 -3.43519 -1.67056
H 1.94815 -0.24910 -3.35893
H 2.86523 1.14894 -3.87707
C 0.38871 -7.69681 4.65171
C -0.43623 -6.58094 4.60112
C -0.68289 -5.95267 3.39129
C -0.09240 -6.46232 2.25006
C 0.73316 -7.57073 2.27598
C 0.97307 -8.18914 3.49215
N -0.35333 -5.80105 0.96073
O -1.05893 -4.81280 0.96655
O 0.16317 -6.27292 -0.03196
H 0.57648 -8.18517 5.59860
H -0.88975 -6.19849 5.50487
H -1.32081 -5.08368 3.33510
H 1.17897 -7.94154 1.36552
H 1.61647 -9.05695 3.53372
C 0.14306 5.06300 0.01922
C -0.33168 6.36739 0.07702
C -1.44472 6.67263 0.84267
C -2.06317 5.65275 1.54076
C -1.61257 4.34635 1.49486
C -0.50006 4.05191 0.72312
N -3.24633 5.96666 2.35592
O -3.65485 7.10971 2.35044
O -3.76049 5.05675 2.97711
H 1.01394 4.83464 -0.57722
H 0.16880 7.15133 -0.47436
H -1.82498 7.68148 0.89631
H -2.12365 3.57310 2.04817
H -0.13461 3.03653 0.67504
C -6.56261 4.98060 0.11433
C -6.13258 4.06312 1.06445
C -5.99889 2.72591 0.72537
C -6.30131 2.33556 -0.56572
C -6.73653 3.23050 -1.52543
C -6.86661 4.56463 -1.17586
N -6.14674 0.91743 -0.93537
O -5.77805 0.14715 -0.07250
O -6.39395 0.60368 -2.08196
H -6.65719 6.02498 0.38171
H -5.89382 4.39058 2.06499
H -5.66153 2.00103 1.45073
H -6.96643 2.89134 -2.52403
H -7.20368 5.28040 -1.91297
*
```

HOMO-LUMO gap: 8.35 eV
HOMO: -0.33609 Ha

The following is a DFT calculation (ωB97M-V/def2-TZVPD) of C29H24ClN5O4SbV as an isolated structure.

Geometry as ORCA input:
```
! RIJCOSX wB97M-V def2-TZVPD def2/J DEFGRID3
* xyz 3 2
V 0.51299 -0.24948 -0.41473
C 2.71810 -3.02703 -0.95951
C 2.94821 -1.83651 -0.09516
C 4.22384 -1.34406 0.21170
C 4.36441 -0.15195 0.90239
C 3.23595 0.53847 1.35529
C 1.98641 -0.00453 1.09024
N 1.89565 -1.15395 0.38981
Sb 0.44481 0.32777 2.83468
C -0.79826 -1.21038 1.89235
C -1.48511 -2.08012 2.70926
C -2.26271 -3.07961 2.12335
C -2.33291 -3.15267 0.74270
C -1.59984 -2.27343 -0.04340
C -1.63976 -2.32969 -1.53799
N -0.82152 -1.32916 0.54510
C -0.67021 2.03195 2.06607
C -0.21583 3.27003 2.39246
C -0.97393 4.42627 1.97126
C -1.88912 4.33412 0.99494
C -2.03267 3.01734 0.29797
C -3.72280 1.80885 -1.29245
N -1.67957 1.91236 1.16084
H 3.60158 -3.25166 -1.55217
H 1.87525 -2.87083 -1.63337
H 2.50169 -3.89931 -0.33636
H 5.09191 -1.86909 -0.16537
H 5.35189 0.25410 1.08523
H 3.34090 1.43871 1.94750
H -1.41248 -1.98939 3.78540
H -2.79986 -3.78607 2.74367
H -2.94195 -3.90624 0.26252
H -2.33384 -3.09215 -1.87993
H -0.65426 -2.57163 -1.94590
H -1.95613 -1.37082 -1.95649
H 0.64463 3.40403 3.03546
H -0.80746 5.36426 2.48480
H -2.52365 5.16277 0.71605
H -3.77041 2.61005 -2.03189
H -4.68391 1.29466 -1.30080
H -2.94856 1.09797 -1.58749
O 0.95728 4.90187 -4.30952
C 1.18877 3.74814 -3.72498
O 2.07224 3.00513 -4.04310
C 0.30413 3.29189 -2.59302
C -0.71436 3.85275 -1.82481
Cl -1.40918 5.38639 -1.94821
N -1.11440 2.93981 -0.89980
N -0.42374 1.80822 -1.06159
C 0.43404 2.01936 -2.06077
C 1.33673 0.84877 -2.08997
O 2.48678 0.81549 -1.74478
O 0.58995 -0.28097 -2.06829
C -3.46580 2.36299 0.10350
C -3.02807 1.28479 1.14794
C -3.71298 1.32917 2.47877
C -4.68975 2.19871 2.73541
C -5.15354 3.16053 1.74200
C -4.58858 3.25243 0.53828
H 0.21186 5.42091 -3.98610
H -3.01300 0.26654 0.74627
H -3.37769 0.62215 3.23088
H -5.17841 2.18752 3.70128
H -5.98563 3.80224 1.99864
H -4.95191 3.96707 -0.19230
*
```

HOMO-LUMO gap (alpha / beta): 4.13 / 4.47 eV
HOMO (alpha / beta): -0.59389 / -0.59396 Ha

The following is a DFT calculation (ωB97M-V/def2-TZVPD) of C29H24F3NO4PbS2 as an isolated structure.

Geometry as ORCA input:
```
! RIJCOSX wB97M-V def2-TZVPD def2/J DEFGRID3
* xyz -2 1
Pb -0.12298 1.39805 0.73678
C -1.37101 -4.13485 -1.89403
C -0.00810 -3.58020 -1.83213
C 0.80122 -3.94442 -0.81979
C 2.03793 -3.37155 -0.59244
C 2.94493 -3.80604 0.53564
C 2.38614 -2.28494 -1.39618
C 1.59775 -1.91248 -2.50113
C 2.06894 -0.74880 -3.29428
C 0.41476 -2.62395 -2.71753
H -1.81709 -4.24273 -0.90892
H -1.40035 -5.07899 -2.41434
H -1.99914 -3.51381 -2.52111
H 0.53526 -4.71910 -0.11121
H 2.68266 -4.80529 0.96652
H 3.05133 -3.05112 1.31482
H 3.93041 -3.88329 0.10209
H 3.37049 -1.76421 -1.28029
H 1.76072 0.20194 -2.75438
H 1.63790 -0.61579 -4.29871
H 3.17431 -0.72262 -3.40325
H -0.25119 -2.38926 -3.57011
O -2.23465 0.97762 -2.65695
C -1.33768 1.67068 -2.20596
O -0.27551 1.29356 -1.50676
C -1.28257 3.22779 -2.59797
C -1.13356 3.55125 -3.94726
C -1.29415 4.87603 -4.35775
C -1.59364 5.89289 -3.45076
C -1.77496 5.64692 -2.11987
C -1.55447 4.30527 -1.63367
S -1.59205 4.04464 0.06540
H -0.86691 2.70388 -4.60319
H -1.22089 5.16744 -5.40791
H -1.60690 6.88122 -3.87477
H -2.32663 6.37751 -1.45890
O 3.17819 -1.01944 2.34956
C 2.38529 -0.15648 2.00355
O 1.45058 -0.30806 1.15215
C 2.64053 1.24284 2.58968
C 3.06854 1.25282 3.90620
C 3.55364 2.40552 4.46968
C 3.49573 3.63588 3.76312
C 3.04482 3.61526 2.47933
C 2.72503 2.41226 1.80832
S 2.40626 2.53336 0.11164
H 2.82642 0.34779 4.52003
H 3.85245 2.36102 5.48192
H 3.93573 4.53714 4.15604
H 3.01619 4.51786 1.88939
F -5.68733 -2.36567 3.96062
C -4.32329 -2.14119 3.97536
F -4.13229 -1.00093 4.73246
F -3.74906 -3.23692 4.61186
C -3.63368 -1.94700 2.60977
C -4.28617 -1.33130 1.53349
C -3.49071 -0.93503 0.47499
N -2.15732 -1.15520 0.39734
C -1.55800 -1.78770 1.38440
C -2.32520 -2.33571 2.41959
H -5.34821 -1.06170 1.56069
H -3.89569 -0.28380 -0.33775
H -0.46860 -1.78268 1.31492
H -1.85414 -3.03619 3.09201
*
```

Energy above the lowest of the compared OMol25 structures with the same formula, charge and spin: 14.6 kcal per mole
HOMO-LUMO gap: 5.47 eV
HOMO: -0.04776 Ha